Record 1
115
Properties=species:S:1:pos:R:3:lowdin_spin:R:1 method="wB97M-V/def2-TZVPD" e_above_lowest_kj_mol=27.8 charge=-2 total_energy_ha=-8098.3201 gap_ev="3.16 / 5.87" multiplicity=2 s2=0.7938
K 0.306 0.405 -0.226 0.000
O 0.907 -0.966 -2.194 0.000
N 1.356 -2.191 -2.084 0.001
C 2.484 -2.354 -1.356 0.000
C 3.029 -3.586 -1.108 0.000
C 2.385 -4.705 -1.631 0.000
C 1.244 -4.527 -2.370 0.000
C 0.678 -3.258 -2.616 0.000
S -0.790 -3.069 -3.477 0.000
H 2.866 -1.429 -0.951 0.000
H 3.912 -3.656 -0.489 0.000
H 2.756 -5.705 -1.442 0.000
H 0.708 -5.372 -2.779 0.000
Cl -0.171 5.763 5.605 0.000
C -0.220 4.425 4.472 0.000
C -0.855 3.236 4.857 0.000
C -0.912 2.184 3.994 0.000
Cl -1.672 0.703 4.510 0.000
C -0.355 2.207 2.654 0.000
O -0.452 1.244 1.873 0.000
C 0.318 3.445 2.336 0.000
C 1.020 3.654 1.084 0.000
O 1.210 2.866 0.174 0.000
C 0.361 4.519 3.240 0.000
H -1.295 3.146 5.841 0.000
H 1.438 4.682 0.995 0.000
H 0.877 5.426 2.949 0.000
S -1.610 -6.977 1.485 0.016
C -2.543 -7.590 0.180 0.045
C -2.496 -6.750 -0.891 0.000
C -1.698 -5.600 -0.667 0.044
C -1.143 -5.574 0.591 -0.001
C -0.279 -4.565 1.177 0.093
C -0.172 -3.292 0.577 -0.006
N 0.585 -2.313 0.989 0.077
C 1.368 -2.514 2.098 0.065
C 1.299 -3.753 2.808 0.040
C 2.108 -3.907 3.989 -0.004
C 2.910 -2.917 4.422 0.012
C 3.007 -1.658 3.721 0.030
C 3.794 -0.621 4.171 0.082
C 3.834 0.594 3.453 0.116
C 3.076 0.628 2.266 -0.004
N 2.330 -0.334 1.794 0.090
C 2.235 -1.495 2.528 0.086
C 4.613 1.722 3.895 0.011
C 5.528 1.782 4.928 0.062
C 6.112 3.060 5.090 0.000
C 5.650 3.975 4.194 0.060
S 4.479 3.278 3.143 0.037
C 0.481 -4.762 2.332 0.025
H -3.066 -8.526 0.268 0.003
H -3.008 -6.941 -1.823 -0.001
H -1.533 -4.835 -1.414 0.003
H -0.779 -3.079 -0.301 -0.002
H 2.049 -4.846 4.529 -0.001
H 3.506 -3.045 5.320 0.000
H 4.355 -0.745 5.090 0.007
H 3.102 1.529 1.654 -0.002
H 5.779 0.927 5.536 0.007
H 6.851 3.290 5.845 -0.002
H 5.925 5.010 4.096 0.004
H 0.451 -5.708 2.867 0.002
C -8.138 0.551 -3.084 0.000
C -6.748 0.220 -3.598 0.000
S -5.905 1.692 -4.108 0.000
O -5.637 2.493 -2.937 0.000
O -6.645 2.277 -5.202 0.000
C -4.360 1.082 -4.738 0.000
C -3.306 2.178 -4.858 0.000
N -2.662 2.492 -3.594 0.000
C -1.955 1.570 -2.875 0.000
N -1.657 2.010 -1.660 0.000
C -2.176 3.266 -1.583 0.000
C -2.797 3.583 -2.753 0.000
N -3.416 4.823 -3.087 0.000
O -3.759 5.032 -4.245 0.000
O -3.502 5.654 -2.204 0.000
C -1.587 0.244 -3.408 0.000
H -8.622 -0.366 -2.749 0.000
H -8.747 1.007 -3.862 0.000
H -8.077 1.230 -2.237 0.000
H -6.782 -0.440 -4.466 0.000
H -6.135 -0.242 -2.824 0.000
H -4.572 0.676 -5.727 0.000
H -4.016 0.266 -4.102 0.000
H -3.723 3.087 -5.276 0.000
H -2.532 1.824 -5.541 0.000
H -2.067 3.889 -0.714 0.000
H -1.676 0.183 -4.492 0.000
H -2.197 -0.550 -2.975 0.000
H -0.569 -0.043 -3.142 0.000
C -4.063 -0.920 -0.950 0.000
As -2.665 -0.491 0.377 0.000
C -3.111 -1.907 1.655 0.000
C -3.590 1.051 1.226 0.000
C -4.981 0.823 1.700 0.000
C -6.083 1.120 0.895 0.000
C -7.373 0.895 1.352 0.000
C -7.592 0.366 2.616 0.000
C -6.505 0.072 3.426 0.000
C -5.215 0.301 2.973 0.000
H -5.020 -1.151 -0.477 0.000
H -3.719 -1.770 -1.542 0.000
H -4.182 -0.045 -1.594 0.000
H -4.166 -1.895 1.931 0.000
H -2.483 -1.788 2.537 0.000
H -2.866 -2.860 1.187 0.000
H -3.559 1.837 0.469 0.000
H -2.930 1.342 2.040 0.000
H -5.921 1.550 -0.087 0.000
H -8.216 1.144 0.720 0.000
H -8.601 0.195 2.971 0.000
H -6.659 -0.330 4.420 0.000
H -4.367 0.086 3.611 0.000

Record 2
72
Properties=species:S:1:pos:R:3:mulliken_charge:R:1 method="wB97M-V/def2-TZVPD" charge=+1 total_energy_ha=-1518.2987 gap_ev=8.47
C -4.757 0.023 0.453 -0.977
O -3.525 0.697 0.285 -0.215
C -3.521 1.747 -0.629 -1.771
C -2.687 1.452 -1.893 2.448
B -3.350 1.989 -3.261 0.657
N -4.465 2.898 -3.367 -0.593
O -2.763 1.541 -4.389 -0.772
C -2.170 0.052 -1.845 -1.732
N -1.039 0.198 -0.909 0.770
C -0.765 1.417 -0.829 -0.525
N -0.056 1.995 0.086 -0.081
N -1.351 2.159 -1.865 -0.836
H -5.476 0.284 -0.290 0.401
H -4.615 -1.024 0.413 0.334
H -5.159 0.272 1.401 0.308
H -3.058 2.577 -0.137 0.255
H -4.491 2.082 -0.897 0.757
H -4.317 3.759 -2.865 0.316
H -5.290 2.499 -2.948 0.293
H -2.144 2.175 -4.744 0.448
H -1.823 -0.304 -2.789 0.295
H -2.853 -0.700 -1.568 0.538
H -1.161 -0.253 -0.020 0.120
H 0.856 1.702 0.391 0.194
H -0.406 2.841 0.474 0.303
H -0.884 1.742 -2.673 -0.556
C 3.923 -0.896 2.544 -0.823
O 2.764 -1.438 3.138 -0.132
C 2.911 -2.336 4.221 -0.520
C 1.829 -2.067 5.252 -0.468
O 1.964 -0.877 6.026 -0.465
C 1.917 0.427 5.472 -0.438
C 0.649 0.902 4.806 -0.590
O 0.472 0.297 3.544 -0.142
C -0.856 0.063 3.189 -0.756
H 4.373 -1.632 1.869 0.286
H 3.591 -0.032 1.969 0.107
H 4.654 -0.566 3.289 0.470
H 3.900 -2.275 4.682 0.392
H 2.767 -3.351 3.829 0.357
H 1.853 -2.868 5.992 0.416
H 0.850 -2.118 4.769 0.162
H 2.752 0.574 4.785 0.125
H 2.095 1.078 6.330 0.427
H 0.758 1.982 4.639 0.346
H -0.217 0.730 5.453 0.424
H -1.454 -0.366 3.999 0.465
H -0.847 -0.653 2.364 0.050
H -1.313 1.005 2.849 0.292
C -0.363 0.929 -4.286 -1.194
O -0.073 -0.270 -3.594 -0.125
C 0.507 -1.273 -4.405 -0.622
C 1.626 -1.992 -3.711 -0.391
O 2.817 -1.254 -3.531 -0.468
C 2.883 -0.178 -2.596 -0.500
C 2.779 -0.591 -1.145 -0.547
O 1.443 -0.967 -0.798 0.224
C 1.353 -2.072 0.079 -0.908
H -1.269 0.828 -4.893 0.653
H -0.524 1.709 -3.543 0.702
H 0.470 1.232 -4.926 0.528
H 0.879 -0.852 -5.336 0.396
H -0.275 -2.006 -4.645 0.313
H 1.911 -2.822 -4.361 0.451
H 1.287 -2.434 -2.770 0.082
H 2.162 0.609 -2.832 0.076
H 3.876 0.252 -2.738 0.423
H 3.060 0.262 -0.515 0.277
H 3.479 -1.411 -0.957 0.416
H 2.007 -2.892 -0.229 0.429
H 0.322 -2.423 0.023 0.345
H 1.576 -1.785 1.113 0.077

Record 3
12
Properties=species:S:1:pos:R:3:nbo_charge:R:1 method="wB97M-V/def2-TZVPD" e_above_lowest_kj_mol=610.9 total_energy_ha=-1097.6219 gap_ev=7.34
C -1.670 -0.426 0.550 0.253
C 1.128 0.350 -0.334 0.202
C 2.663 0.495 -0.357 -0.258
H -2.994 -0.208 1.934 0.338
H -1.005 -0.489 1.358 0.164
H -1.593 -0.158 -1.531 0.443
H 2.860 1.688 -1.411 0.276
N -2.956 -0.045 0.768 -0.657
N -1.140 -0.741 -0.687 -0.809
O 0.506 1.458 -0.247 -0.529
S 0.412 -1.266 -0.637 0.549
S 3.790 -0.657 0.595 0.030

Record 4
75
Properties=species:S:1:pos:R:3:mulliken_charge:R:1 method="wB97M-V/def2-TZVPD" smiles="CCOB(O)O[P@@](=O)(O)OCCCBr.CN(C)C=O.CN(C)C=O.CN(C)C=O.CN(C)C=O" e_above_lowest_kj_mol=0.0 total_energy_ha=-4584.2549 gap_ev=9.23
C 1.868 -0.075 -1.130 0.101
C 2.157 -1.420 -1.755 -0.321
O 2.009 -2.458 -0.751 -0.443
B 1.256 -3.517 -1.174 0.438
O 1.828 -4.695 -1.548 -0.422
O -0.160 -3.356 -1.185 0.264
P -1.137 -4.577 -0.888 0.499
O -0.953 -5.760 -1.743 -0.727
O -0.983 -4.903 0.658 -0.556
O -2.575 -3.891 -0.970 -0.250
C -2.976 -3.458 -2.290 -0.705
C -2.830 -1.950 -2.514 -0.299
C -4.185 -1.234 -2.651 -0.537
Br -4.371 0.239 -1.391 -0.185
H 2.295 0.735 -1.721 0.056
H 0.805 0.128 -1.018 0.156
H 2.312 -0.052 -0.134 -0.203
H 3.174 -1.443 -2.148 0.217
H 1.476 -1.622 -2.590 0.324
H 1.333 -5.171 -2.218 0.303
H -0.920 -4.120 1.213 0.325
H -4.012 -3.774 -2.398 0.522
H -2.412 -4.010 -3.043 0.321
H -2.307 -1.816 -3.463 0.261
H -2.223 -1.495 -1.737 0.260
H -4.334 -0.812 -3.638 0.376
H -5.011 -1.902 -2.430 0.320
C 3.366 2.795 -4.132 0.077
O 3.114 1.855 -3.404 -0.585
N 2.917 4.045 -3.913 0.147
C 3.216 5.144 -4.805 -0.924
C 2.113 4.281 -2.720 -0.882
H 3.993 2.704 -5.035 0.226
H 3.764 5.929 -4.279 0.325
H 2.296 5.573 -5.209 0.325
H 3.826 4.788 -5.633 0.292
H 2.686 4.016 -1.830 0.277
H 1.213 3.667 -2.727 0.266
H 1.841 5.333 -2.677 0.386
C 3.860 0.157 2.784 0.026
O 3.256 0.710 1.885 -0.555
N 4.329 -1.102 2.713 0.178
C 5.040 -1.723 3.809 -0.933
C 4.107 -1.853 1.485 -0.759
H 4.075 0.650 3.748 0.244
H 6.048 -2.009 3.502 0.327
H 4.515 -2.617 4.152 0.330
H 5.115 -1.024 4.640 0.291
H 4.566 -1.344 0.638 0.283
H 3.042 -1.945 1.275 0.191
H 4.544 -2.844 1.590 0.378
C -0.398 3.267 0.034 0.029
O 0.051 2.358 -0.637 -0.507
N -0.499 3.240 1.373 0.230
C -1.065 4.339 2.126 -0.915
C -0.023 2.060 2.085 -1.036
H -0.771 4.208 -0.411 0.230
H -0.332 4.742 2.828 0.343
H -1.940 4.007 2.689 0.283
H -1.370 5.132 1.445 0.292
H 1.040 1.900 1.899 0.447
H -0.563 1.179 1.742 0.240
H -0.190 2.195 3.151 0.357
C -5.059 0.714 4.054 0.108
O -4.299 1.632 3.818 -0.577
N -5.012 -0.489 3.451 0.175
C -5.943 -1.551 3.770 -0.917
C -3.987 -0.715 2.445 -0.880
H -5.869 0.792 4.800 0.246
H -5.412 -2.429 4.143 0.320
H -6.514 -1.840 2.885 0.322
H -6.636 -1.212 4.537 0.307
H -2.998 -0.582 2.886 0.254
H -4.096 0.003 1.634 0.177
H -4.080 -1.724 2.051 0.443

Record 5
27
Properties=species:S:1:pos:R:3:nbo_charge:R:1 method="wB97M-V/def2-TZVPD" e_above_lowest_kj_mol=312.1 total_energy_ha=-842.8505 gap_ev="7.81 / 7.81"
C 3.020 1.390 -0.677 -0.211
C 2.622 1.594 0.637 -0.206
C 2.536 0.297 -1.374 -0.214
C 1.766 0.703 1.248 -0.202
C 1.661 -0.587 -0.772 -0.228
C 1.270 -0.413 0.560 -0.022
C -0.054 -2.616 0.641 -0.661
C -2.211 2.015 -0.149 -0.783
C -3.099 -0.422 -0.977 -0.798
C 0.371 -1.317 1.232 0.009
N -1.476 -0.196 1.256 -0.980
S -1.543 0.282 -0.199 1.020
H 3.704 2.079 -1.150 0.212
H 2.989 2.450 1.184 0.212
H 2.845 0.132 -2.396 0.212
H 1.455 0.862 2.269 0.218
H 1.300 -1.434 -1.334 0.211
H -0.379 -2.503 -0.390 0.207
H -0.871 -3.037 1.221 0.238
H 0.783 -3.319 0.665 0.220
H -3.146 2.036 0.399 0.223
H -2.352 2.338 -1.174 0.216
H -1.473 2.636 0.345 0.233
H -2.916 -1.473 -1.164 0.222
H -3.273 0.100 -1.911 0.212
H -3.937 -0.308 -0.301 0.223
H 0.407 -1.289 2.312 0.217

Record 6
19
Properties=species:S:1:pos:R:3:nbo_charge:R:1 method="wB97M-V/def2-TZVPD" e_above_lowest_kj_mol=35.7 total_energy_ha=-820.8151 gap_ev=9.03
C 0.758 -1.988 -0.393 -0.188
C 2.395 -0.018 -0.623 0.017
C -0.725 1.245 -0.792 -0.610
C -0.156 0.243 1.443 -0.640
C -0.541 -0.020 0.039 -0.093
N 2.056 -2.034 0.405 -0.061
N 2.849 -1.144 0.149 -0.162
N 0.475 -0.646 -0.787 -0.455
Cl 2.727 1.529 0.057 0.045
H 0.968 -2.581 -1.290 0.214
H -0.001 -2.702 0.170 0.210
H 2.490 0.039 -1.683 0.232
H -1.754 1.628 -0.668 0.198
H -0.060 2.052 -0.717 0.211
H -0.866 0.959 -1.810 0.219
H -0.971 0.598 2.150 0.227
H 0.706 0.985 1.503 0.222
H 0.248 -0.742 1.751 0.207
H -1.403 -0.657 -0.188 0.207